# 1
Computed, not measured: an isolated molecule of C3H4N2OS2, with the ωB97M-V functional and the def2-TZVPD basis.

Structure (ORCA input):
```
! wB97M-V def2-TZVPD RIJCOSX def2/J DEFGRID3
* xyz 0 1
O -2.656 -1.642 0.099
C -1.765 -0.873 -0.127
C -1.743 0.690 -0.041
N -0.307 1.263 -0.200
C 0.508 0.168 -0.142
N 1.929 0.357 -0.108
S 3.129 -0.868 -0.078
S 0.061 -1.488 -0.351
H -2.362 1.186 -0.846
H -2.247 1.070 0.960
H 2.108 1.320 -0.408
H 3.347 -1.183 1.242
*
```

Summary:
LUMO energy: 0.0165 Ha
HOMO level: -9.19 eV
orbital gap: 9.6364 eV
ΔE to the lowest compared entry with this formula, charge and spin: 1.711 eV
energy: -29872.4330 eV

# 2
Computed, not measured: a structure of composition C3H4N2OS2, with the ωB97M-V functional and the def2-TZVPD basis.

Structure (ORCA input):
```
! wB97M-V def2-TZVPD RIJCOSX def2/J DEFGRID3
* xyz 0 1
C 1.440 1.045 -0.162
C 3.627 0.361 -0.031
C 0.784 -0.330 -0.383
N 2.719 1.283 -0.067
N -0.457 -0.293 0.420
O 0.631 2.067 0.145
S 5.117 -0.061 0.086
S 2.116 -1.556 -0.038
H 0.591 -0.354 -1.393
H -0.433 0.001 1.384
H -0.781 -1.258 0.334
H -0.175 1.550 0.202
*
```

Summary:
LUMO energy: -0.0377 Ha
HOMO level: -8.38 eV
orbital gap: 7.3575 eV
ΔE to the lowest compared entry with this formula, charge and spin: 2.181 eV
energy: -29871.9630 eV

Q: Which value of HOMO level does entry 1 give?
A: -9.19 eV